C3H6OS2 as an isolated structure at a distorted geometry. Source: OMol25; level of theory: ωB97M-V with the def2-TZVPD basis set.

The geometry in XYZ format:
```
12
Properties=species:S:1:pos:R:3:forces:R:3:nbo_charge:R:1
C 2.6499 0.3684 -0.0005 4.003 -0.594 6.658 -0.782
C 0.0541 0.3512 -0.0176 -0.819 -1.663 -0.294 0.184
C -2.8403 0.4057 0.1372 -3.151 -2.402 -0.977 -0.759
H 3.5243 -0.1924 -0.2083 0.869 -0.705 -0.662 0.240
H 3.0080 0.8076 1.0963 -1.420 -0.571 -2.749 0.216
H 2.5137 1.0385 -0.6887 -0.581 4.248 -3.599 0.226
H -3.6906 -0.4902 0.5490 2.244 2.582 -1.857 0.236
H -2.7428 0.8782 1.0700 0.419 1.335 0.853 0.223
H -3.3018 1.0972 -0.7485 1.457 -1.962 2.221 0.251
O 0.1587 1.5143 -0.0861 -0.296 3.255 0.081 -0.561
S 1.3858 -0.7093 0.0593 -1.130 -3.625 0.543 0.309
S -1.3709 -0.6660 -0.1278 -1.594 0.103 -0.218 0.217
```
Forces are in eV/Å.

Values from the calculation:
**Maximum force**: 7.791 eV/A
**Charge**: 0
**Multiplicity**: 1
**Energy relative to the best compared isomer or geometry (same formula, charge and spin)**: 2.115 eV
**Kohn-Sham gap**: 9.7 eV

C4H7ClN2O as an isolated structure at a distorted geometry. Source: OMol25; level of theory: ωB97M-V with the def2-TZVPD basis set.

The geometry in XYZ format:
```
15
Properties=species:S:1:pos:R:3:forces:R:3:nbo_charge:R:1
C -0.7655 0.7768 1.4597 -2.601 -0.495 -0.920 -0.475
C 0.7353 -0.4966 -0.0467 -3.128 0.470 2.137 0.349
C 0.3126 0.2315 -1.1025 -2.231 2.576 -1.699 -0.305
C -1.0580 0.8802 -1.4239 0.504 -1.388 -0.404 0.394
H -1.1158 0.6867 2.5089 0.362 0.323 -0.593 0.199
H -1.7152 0.6284 0.6973 2.199 1.269 2.531 0.254
H -0.1592 1.6791 1.3107 -0.587 0.049 -0.026 0.204
H -0.5720 -1.4135 1.6183 3.115 4.063 -1.962 0.374
H 2.2796 -2.0112 0.7090 -3.109 3.289 -2.645 0.427
H 1.9378 -2.0193 -1.0388 -1.458 2.908 2.489 0.426
H -0.8492 1.4839 -2.4029 -1.080 -0.503 1.607 0.144
N 0.0901 -0.3437 1.2037 -1.199 -5.221 0.925 -0.576
N 1.6695 -1.3997 -0.1322 6.459 -7.441 0.027 -0.801
O -2.1735 0.6546 -0.9191 2.393 0.693 -1.740 -0.572
Cl 1.3835 0.6627 -2.4414 0.360 -0.592 0.272 -0.043
```
Forces are in eV/Å.

Values from the calculation:
**Maximum force**: 9.853 eV/A
**Charge**: 0
**Multiplicity**: 1
**Energy relative to the best compared isomer or geometry (same formula, charge and spin)**: 4.105 eV
**Kohn-Sham gap**: 8.5 eV

C12H20Br3IN3O3P2 as an isolated structure at a distorted geometry. Source: OMol25; level of theory: ωB97M-V with the def2-TZVPD basis set.

The geometry in XYZ format:
```
44
Properties=species:S:1:pos:R:3:forces:R:3:nbo_charge:R:1
C -2.3558 3.2088 0.5813 -0.015 -1.086 0.127 -0.636
C -2.1593 1.9743 1.6197 -0.132 1.798 0.133 -0.234
N -2.1318 0.7225 0.7958 -0.089 -1.171 1.138 -0.541
C -0.7268 0.2403 0.6041 0.310 0.420 -0.266 -0.212
C -0.5956 -0.6343 -0.7350 0.708 0.045 -0.677 -0.496
C 0.7301 -1.5112 -0.8340 2.622 -1.089 -0.561 0.185
C 1.7644 -1.1330 -1.9644 0.678 -3.348 2.715 -0.265
C 3.0570 -1.9631 -2.0710 -3.599 2.207 2.226 -0.093
P 4.3573 -1.5553 -3.4346 1.879 -0.748 -1.432 1.332
O 5.6046 -0.5912 -2.7270 -3.365 -0.789 0.375 -0.917
O 3.5405 -0.6429 -4.6274 -0.215 -0.658 2.530 -0.947
N 3.3140 -3.0333 -1.1345 -2.652 1.602 0.205 -0.535
C 2.4183 -3.4195 -0.0619 -1.747 1.980 -0.888 0.126
I 3.0496 -5.0183 1.2448 -0.275 1.272 -1.220 0.377
C 1.0711 -2.6969 0.1528 2.419 2.174 -3.633 -0.447
P -0.1939 -3.0687 1.5076 -0.485 -2.177 0.741 1.267
N -0.2477 -4.5952 1.9846 0.551 1.883 0.632 -1.252
C -2.9893 -0.3428 1.3745 -1.107 -1.696 2.419 0.714
C -3.8764 -1.2701 0.3931 0.062 0.809 -0.020 -0.725
O -3.1076 -0.5631 2.6060 0.800 1.248 -3.945 -0.547
H -3.0678 2.8175 -0.2376 0.948 0.890 1.349 0.218
H -1.3488 3.4215 0.0900 -1.658 -0.093 0.700 0.207
H -2.7749 4.1368 1.1057 0.716 -1.323 -0.849 0.231
H -3.0015 1.9837 2.3979 1.180 -0.356 -1.335 0.237
H -1.1859 2.1322 2.2078 -1.319 -0.383 -0.764 0.193
H -0.0707 1.1752 0.4569 -1.001 -1.437 0.253 0.233
H -0.3551 -0.2737 1.5539 -0.328 0.458 -1.271 0.189
H -1.4988 -1.3038 -0.9361 1.240 0.837 0.502 0.266
H -0.5604 0.1170 -1.6107 -0.108 -1.248 1.341 0.247
H 1.5433 -0.2549 -2.6715 0.526 -1.577 1.235 0.271
H 5.2719 -0.2718 -1.8542 0.601 0.227 -0.770 0.495
H 2.6057 -0.9508 -4.6813 0.770 0.314 -0.183 0.501
H 4.2069 -3.5441 -1.2580 -0.774 0.251 0.276 0.459
H -1.4862 -2.7507 0.9318 1.268 0.465 -0.062 -0.022
H 0.0488 -2.1193 2.5637 -0.075 -0.171 -0.886 -0.002
H -0.0528 -4.5522 3.0089 -0.099 -0.507 -0.927 0.381
H -4.7501 -1.7377 0.9688 1.535 0.772 -0.602 0.265
H -4.3200 -0.5994 -0.4297 0.891 -1.200 1.020 0.246
H -3.2433 -2.1271 -0.0363 -0.987 1.356 0.427 0.216
C 0.7979 6.1865 0.5902 -0.040 0.286 0.115 -0.487
Br 0.9843 4.4059 -0.1592 0.319 0.303 0.040 0.060
Br -0.8207 7.0590 -0.0244 0.322 -0.265 0.139 0.109
Br 0.9182 6.1681 2.5252 -0.066 -0.066 -0.418 0.105
H 1.6370 6.7754 0.2237 -0.208 -0.207 0.070 0.232
```
Forces are in eV/Å.

Values from the calculation:
**Maximum force**: 4.876 eV/A
**Charge**: +1
**Multiplicity**: 1
**Kohn-Sham gap**: 6.6 eV

One molecule with the formula C7H4Cl2N2O2 at a distorted geometry. Source: OMol25; level of theory: ωB97M-V with the def2-TZVPD basis set.

The geometry in XYZ format:
```
17
Properties=species:S:1:pos:R:3:forces:R:3:nbo_charge:R:1
N -1.8357 -2.8172 -2.1796 -0.084 0.660 0.713 -0.268
C -1.4196 -2.1283 -1.3456 -1.476 -2.947 -3.066 0.225
C -0.6734 -1.3894 -0.4906 2.094 1.593 3.166 -0.308
C -1.2901 -0.7410 0.5347 -1.356 -0.271 -1.027 -0.135
C -0.9227 0.3289 1.4603 0.975 -1.989 0.567 -0.154
C -0.1531 1.4019 1.3102 -0.073 1.240 1.046 -0.237
C 0.3492 1.6805 -0.0197 0.477 -0.523 -2.343 -0.017
Cl -0.3218 3.0567 -0.8885 0.197 -0.392 0.704 0.045
C 1.0845 0.8034 -0.7995 -0.964 2.182 1.220 -0.019
Cl 1.4146 0.9981 -2.4721 -0.301 -0.017 0.439 0.111
N 2.0728 -0.0249 -0.1066 -1.407 -1.143 0.907 0.492
O 1.7497 -0.7264 0.8577 0.419 0.929 -0.704 -0.392
O 3.1464 0.0435 -0.5965 2.225 -0.242 -0.208 -0.316
H 0.4211 -1.5846 -0.5665 -1.153 0.701 -0.077 0.262
H -2.3664 -1.0758 0.6311 1.058 0.797 -0.037 0.228
H -1.1856 0.0587 2.4638 -0.724 0.382 0.528 0.228
H -0.0699 2.1158 2.2072 0.094 -0.960 -1.827 0.256
```
Forces are in eV/Å.

Values from the calculation:
**Structure (SMILES)**: N#C/C=C/C=C\C(Cl)=C(\Cl)[N+](=O)[O-]
**Maximum force**: 4.501 eV/A
**Charge**: 0
**Multiplicity**: 1
**Energy relative to the best compared isomer or geometry (same formula, charge and spin)**: 5.210 eV
**Kohn-Sham gap**: 8.8 eV

We obtain highest occupied orbital energy values of -9.038 -8.288 -11.869 -10.007 eV for the records listed above, in that order.
We obtain molar mass values of 122.21 134.57 682.87 219.03 g mol⁻¹ for the records listed above, in that order.